The following is a quantum chemistry calculation of 2 unconnected molecules or ions with the total composition C9H11O3 at a distorted geometry, from OMol25.

The energy above the lowest of the compared OMol25 structures with the same formula, charge and spin is 3.9 kcal/mol. As for the LUMO energy: 3.38 eV. The largest force on an atom comes out at 0.0271 hartree/bohr. Its net charge is -1.

Structure (XYZ):
```
23
Properties=species:S:1:pos:R:3:forces:R:3
C -3.797 -3.058 0.776 -0.77 0.49 0.48
C -3.143 -1.671 0.711 0.33 -0.47 0.11
O -1.910 -1.676 1.041 0.01 -0.77 -0.08
O -3.836 -0.709 0.404 -0.19 0.43 -0.13
H -3.281 -3.844 0.240 0.40 -0.08 0.10
H -4.805 -2.967 0.382 -0.16 -0.07 -0.14
H -3.907 -3.293 1.848 0.26 -0.23 -0.39
C 3.087 2.068 -2.036 0.20 0.39 -0.45
C 0.176 0.272 -0.407 -0.47 -0.35 0.60
C 0.385 0.385 0.981 0.79 1.02 -0.53
C 1.079 0.808 -1.301 -0.38 -0.30 -0.40
C 2.195 1.547 -0.948 0.31 -0.46 0.07
C 1.578 1.053 1.328 -0.31 -0.08 0.64
C 2.451 1.621 0.425 -0.31 -0.02 -0.20
O -0.431 0.009 1.939 -0.11 -0.87 -0.10
H -0.704 -0.227 -0.793 0.00 -0.10 0.16
H 0.867 0.557 -2.338 0.19 0.43 -0.14
H 1.789 1.148 2.388 0.01 -0.03 0.05
H -1.096 -0.771 1.556 -0.15 1.01 0.09
H 2.906 3.114 -2.311 -0.20 0.02 0.20
H 2.944 1.506 -2.968 0.03 -0.03 0.25
H 3.311 2.096 0.871 0.31 0.26 -0.36
H 4.143 2.030 -1.789 0.21 -0.18 0.17
```
Forces are in eV/Å.